{"formula": "C16H36Cl8O4", "method": "wB97M-V/def2-TZVPD", "species": ["C", "O", "C", "C", "O", "C", "H", "H", "H", "H", "H", "H", "H", "H", "H", "H", "C", "O", "C", "C", "O", "C", "H", "H", "H", "H", "H", "H", "H", "H", "H", "H", "Cl", "C", "C", "Cl", "H", "H", "H", "H", "Cl", "C", "C", "Cl", "H", "H", "H", "H", "Cl", "C", "C", "Cl", "H", "H", "H", "H", "Cl", "C", "C", "Cl", "H", "H", "H", "H"], "positions_angstrom": [[-15.2621, -11.8872, -5.2503], [-14.4564, -11.8183, -4.0878], [-14.0003, -10.4664, -3.7971], [-13.3287, -10.3620, -2.5693], [-12.0478, -10.8834, -2.4053], [-12.0617, -12.3031, -2.5093], [-16.2530, -11.5353, -4.9635], [-15.3809, -12.9315, -5.5393], [-14.8827, -11.2385, -6.0398], [-14.9305, -9.9166, -3.6536], [-13.3362, -9.9957, -4.5220], [-13.9553, -10.7233, -1.7538], [-13.3530, -9.3017, -2.3178], [-12.2619, -12.5775, -3.5450], [-12.7856, -12.7690, -1.8407], [-11.0537, -12.5960, -2.2155], [-13.4848, -9.4252, -13.7355], [-13.2378, -8.3309, -14.6202], [-13.6432, -8.5673, -15.9491], [-12.4510, -8.9724, -16.8247], [-11.9665, -10.2910, -16.5080], [-10.5756, -10.3766, -16.7236], [-13.0017, -9.3636, -12.7603], [-13.2294, -10.3878, -14.1785], [-14.5636, -9.4829, -13.5909], [-14.0595, -7.5958, -16.2154], [-14.4592, -9.2712, -16.1126], [-11.6835, -8.2291, -16.6089], [-12.6661, -8.9276, -17.8924], [-9.9898, -10.5632, -15.8236], [-10.0804, -9.6727, -17.3925], [-10.4651, -11.3327, -17.2352], [-17.4481, -11.1352, -7.9449], [-17.1626, -9.7409, -9.0598], [-17.3556, -8.3898, -8.3351], [-16.4814, -8.3595, -6.7412], [-17.8052, -9.8714, -9.9305], [-16.1295, -9.7870, -9.4043], [-18.4007, -8.1900, -8.0985], [-17.0077, -7.5918, -8.9910], [-9.2262, -13.0190, -8.1181], [-9.3516, -12.9216, -9.8773], [-8.5036, -13.9465, -10.6103], [-9.0780, -15.5968, -10.2952], [-9.1641, -11.8737, -10.1118], [-10.3924, -12.9776, -10.1963], [-7.4928, -13.8049, -10.2275], [-8.4625, -13.7666, -11.6845], [-12.1817, -9.0018, -10.3621], [-11.9205, -10.4422, -9.3881], [-12.4907, -10.1266, -7.9717], [-11.6456, -8.8172, -7.0255], [-10.8708, -10.6382, -9.1695], [-12.3091, -11.3506, -9.8483], [-12.4526, -11.0283, -7.3604], [-13.5718, -9.9965, -8.0218], [-7.1021, -6.1826, -10.7340], [-8.8499, -6.4277, -10.3026], [-8.9753, -7.3457, -9.0798], [-8.3919, -9.0317, -9.3678], [-9.4459, -6.8073, -11.1325], [-9.2831, -5.4447, -10.1176], [-10.0419, -7.3278, -8.8557], [-8.3664, -6.8389, -8.3311]], "forces_ev_per_angstrom": [[-0.4, 0.3, 1.0], [1.3, 0.5, -0.4], [-2.3, -1.3, -2.5], [0.5, 0.6, 4.4], [0.0, 0.0, -0.3], [0.9, 0.3, -0.2], [-0.3, 0.2, -0.3], [0.3, 0.1, -0.2], [0.1, -0.2, -0.3], [0.0, 0.7, -0.4], [-0.3, -0.3, -1.0], [-0.3, -0.6, 0.2], [0.8, 0.3, -0.2], [0.0, -0.3, 0.1], [-0.2, 0.1, 0.0], [-0.1, -0.3, -0.1], [-0.1, -0.1, 0.2], [0.0, -1.5, 0.0], [-1.3, 0.4, 0.2], [1.5, -0.4, 1.0], [-0.8, 2.4, -0.4], [1.1, -2.0, -0.5], [0.2, 0.7, -0.3], [0.3, -0.1, -0.6], [-0.3, 0.1, 0.0], [0.5, 0.2, -0.8], [0.1, -0.4, 0.8], [0.4, -0.1, -0.2], [-0.7, 0.0, 0.0], [-0.3, 0.6, 0.4], [-0.6, 0.6, 0.3], [0.0, -0.2, -0.2], [0.0, 0.3, -0.6], [0.3, 0.3, 0.8], [-0.3, -0.7, 0.1], [-0.1, 0.2, -0.9], [-0.2, 0.2, 0.2], [0.0, -0.2, 0.1], [0.1, -0.2, 0.0], [0.2, 0.0, 0.3], [-0.1, -0.2, 0.1], [-0.9, 0.6, -0.7], [0.4, 0.9, 0.6], [0.1, 0.1, -0.1], [0.9, -0.1, -0.3], [-0.2, -0.7, 0.4], [0.1, -0.5, -0.1], [-0.3, 0.0, 0.1], [0.2, 0.2, -0.7], [0.5, 0.2, 2.6], [-0.6, -1.2, -0.1], [-0.7, -0.9, -1.0], [0.3, 0.4, -0.7], [-0.5, 0.3, 0.1], [0.6, 0.0, 0.0], [0.1, 1.0, 0.0], [-0.9, -0.1, -0.1], [0.2, -0.5, -0.2], [0.1, 1.2, -1.0], [-0.4, 0.8, 0.1], [0.6, -0.3, -0.3], [0.3, 0.0, 0.5], [0.2, -0.5, 0.5], [-0.2, -0.7, 0.4]], "nbo_charge": [-0.25, -0.56, -0.11, -0.10, -0.53, -0.26, 0.17, 0.19, 0.16, 0.18, 0.18, 0.17, 0.20, 0.18, 0.17, 0.19, -0.31, -0.22, -0.12, -0.10, -0.36, -0.30, 0.26, 0.23, 0.24, 0.26, 0.22, 0.22, 0.27, 0.23, 0.21, 0.24, -0.05, -0.38, -0.38, -0.06, 0.23, 0.20, 0.23, 0.22, -0.03, -0.41, -0.40, -0.03, 0.22, 0.20, 0.23, 0.22, -0.07, -0.42, -0.38, -0.05, 0.24, 0.23, 0.24, 0.22, -0.07, -0.37, -0.38, -0.07, 0.20, 0.23, 0.23, 0.23], "multiplicity": 2, "total_charge": 1, "molar_mass_da": 576.08, "gap_ev": [7.97, 1.47], "e_tot_ev": -125532.5492, "homo_ev": [-10.764, -10.764]}


{"formula": "C6H10O2", "method": "wB97M-V/def2-TZVPD", "species": ["C", "C", "O", "C", "C", "C", "O", "C", "H", "H", "H", "H", "H", "H", "H", "H", "H", "H"], "positions_angstrom": [[1.7021, 2.1964, -0.7755], [1.0614, 1.8972, -1.8887], [-0.2700, 1.3791, -1.9348], [-0.8169, 1.0707, -0.6149], [-0.2291, 0.0413, 0.1146], [-0.7191, -0.4287, 1.4914], [-0.2448, -1.8441, 1.6693], [-0.7411, -2.7938, 0.6690], [1.3430, 2.3987, 0.2854], [2.7302, 2.4694, -0.8768], [1.7222, 1.6864, -2.8236], [-1.8706, 1.6181, -0.1865], [0.8885, -0.2782, -0.3219], [-1.9047, -0.2950, 1.6701], [0.0825, 0.0666, 2.2381], [-0.2663, -3.7131, 1.0167], [-0.5830, -2.5039, -0.4693], [-1.8843, -2.9671, 0.7373]], "forces_ev_per_angstrom": [[0.1, 1.5, 1.8], [-0.1, -2.2, -0.7], [0.6, 0.9, 1.9], [-0.7, -1.6, 1.3], [0.5, 2.3, -2.3], [2.1, -0.8, 0.4], [-1.8, 0.9, -1.6], [-1.3, 0.9, -0.4], [0.0, -0.7, -1.8], [0.6, 0.1, -0.3], [-2.0, 0.6, 1.4], [3.2, -1.4, -1.9], [-3.3, 0.4, 1.5], [2.9, -0.2, -0.2], [-2.6, -0.7, -1.1], [0.1, 0.0, -0.7], [0.3, -0.5, 2.4], [1.6, 0.5, 0.2]], "nbo_charge": [-0.51, 0.12, -0.53, 0.09, -0.29, -0.13, -0.56, -0.28, 0.22, 0.21, 0.21, 0.21, 0.25, 0.21, 0.22, 0.20, 0.19, 0.17], "e_above_lowest_kj_mol": 501.0, "smiles": "C=CO/C=C/COC", "total_charge": 0, "molar_mass_da": 114.14, "gap_ev": 9.92, "e_tot_ev": -10473.9774, "homo_ev": -8.937}


{"formula": "C5H13N3", "method": "wB97M-V/def2-TZVPD", "species": ["C", "C", "C", "C", "N", "C", "N", "N", "H", "H", "H", "H", "H", "H", "H", "H", "H", "H", "H", "H", "H"], "positions_angstrom": [[1.6720, 1.9305, 0.5728], [0.2344, 1.7895, 1.0794], [-0.7583, 1.5107, -0.0359], [-0.6286, 0.1511, -0.7083], [-0.7732, -0.9296, 0.3213], [-0.5816, -2.2428, -0.1814], [0.5407, -2.3951, -0.9475], [-1.4461, -3.1253, 0.1406], [2.4410, 1.8106, 1.3262], [1.7941, 2.8762, 0.0387], [1.8550, 1.1544, -0.1779], [-0.0660, 2.7466, 1.5191], [0.1536, 1.0148, 1.8390], [-1.7896, 1.5720, 0.3527], [-0.7799, 2.2683, -0.8335], [0.3421, 0.0521, -1.1813], [-1.3679, -0.0143, -1.4992], [-1.7616, -0.9297, 0.5419], [1.3836, -1.8527, -0.7159], [0.7228, -3.3594, -1.2189], [-1.1864, -4.0279, -0.2318]], "forces_ev_per_angstrom": [[-0.4, -0.4, -0.7], [0.2, 0.7, -0.2], [-1.2, -0.3, -0.5], [0.4, -0.6, 0.7], [-0.3, 0.3, -1.3], [0.4, 0.6, 0.5], [0.1, -0.4, -0.2], [-0.4, 0.0, -0.1], [0.0, 0.2, 0.3], [0.1, 0.1, 0.2], [0.2, 0.0, 0.1], [0.0, -0.1, 0.3], [0.0, -0.1, 0.0], [0.2, 0.0, 0.2], [0.5, 0.1, 0.2], [0.1, 0.0, 0.0], [-0.1, 0.3, 0.0], [0.0, 0.0, 0.6], [-0.3, -0.1, 0.0], [0.2, 0.2, 0.0], [0.1, -0.2, 0.0]], "nbo_charge": [-0.71, -0.41, -0.41, -0.29, -0.65, 0.39, -1.14, -0.82, 0.20, 0.18, 0.19, 0.18, 0.22, 0.19, 0.19, 0.20, 0.17, 0.37, 0.30, 0.31, 0.32], "multiplicity": 2, "e_above_lowest_kj_mol": 0.0, "total_charge": -1, "molar_mass_da": 115.18, "gap_ev": [2.75, 8.91], "e_tot_ev": -9865.1326, "homo_ev": [1.152, -5.164]}


{"formula": "C14H26BBeN2P", "method": "wB97M-V/def2-TZVPD", "species": ["C", "C", "C", "C", "C", "C", "C", "C", "N", "Be", "C", "P", "H", "H", "H", "H", "H", "H", "H", "H", "C", "C", "H", "C", "C", "H", "H", "H", "H", "H", "H", "H", "H", "H", "H", "H", "H", "H", "H", "B", "C", "N", "H", "H", "H"], "positions_angstrom": [[-0.2415, -2.4905, -2.9645], [0.8582, -1.6412, -2.8627], [1.0611, -0.8723, -1.7010], [0.2104, -0.9957, -0.6125], [-0.8973, -1.8340, -0.7174], [-1.1084, -2.6059, -1.8739], [2.2226, 0.0854, -1.6806], [1.9985, 1.3569, -0.8444], [1.0664, 2.3071, -1.3195], [0.4915, 0.0184, 0.8015], [-1.8894, -1.8729, 0.4272], [-2.0022, -0.2197, 1.1883], [1.5888, -1.5410, -3.6678], [-1.9697, -3.2757, -1.8894], [-0.4213, -3.0527, -3.8826], [-1.5776, -2.5879, 1.2081], [-2.8996, -2.1739, 0.1012], [3.1019, -0.4106, -1.2297], [2.5217, 0.3632, -2.7047], [1.6995, 1.0587, 0.2048], [-2.6632, -0.3828, 2.8376], [-3.1469, 0.6722, 0.1118], [2.9561, 1.9019, -0.7458], [-0.0700, 2.0142, -2.1297], [1.2845, 3.6822, -0.9556], [2.6253, 0.4426, 1.8992], [-0.3340, 2.9549, -2.6392], [0.1308, 1.2220, -2.8659], [-0.9548, 1.7049, -1.5395], [0.9117, 4.3290, -1.7652], [0.7510, 3.9688, -0.0289], [2.3621, 3.8565, -0.7911], [-4.1481, 0.2267, 0.2088], [-3.1871, 1.7303, 0.4031], [-2.8203, 0.6095, -0.9354], [-3.7016, -0.7391, 2.7791], [-2.0586, -1.0935, 3.4181], [-2.6383, 0.5956, 3.3352], [-0.7965, 0.6960, 1.2353], [2.0123, -1.6606, 4.1418], [1.7499, -0.8113, 2.9825], [1.7139, -0.0539, 1.9996], [1.1317, -1.3555, 4.9116], [3.1482, -1.3492, 4.4881], [1.9280, -2.7769, 3.6643]], "forces_ev_per_angstrom": [[0.1, -0.1, 0.3], [0.0, 0.3, 0.4], [0.1, -0.7, -1.0], [-0.3, 1.0, 0.9], [0.0, -0.5, -0.8], [-0.2, 0.3, 0.3], [0.5, 0.4, 0.3], [0.1, -0.3, 0.4], [0.4, 0.7, -0.9], [0.7, -0.5, 0.2], [-0.5, -0.5, 0.2], [-0.6, -2.7, -0.2], [-0.4, -0.1, 0.0], [0.2, 0.1, -0.2], [0.1, 0.1, 0.3], [0.0, 0.3, -0.2], [0.3, -0.1, -0.1], [-0.3, 0.1, -0.2], [-0.2, 0.0, 0.3], [0.8, 0.4, -0.8], [-0.6, 0.1, 0.3], [0.0, 0.5, 0.2], [-0.2, -0.5, 0.2], [-0.4, 0.0, 0.0], [-0.2, 0.0, 0.3], [-0.3, 0.4, -0.5], [-0.1, -0.5, -0.1], [-0.1, 0.3, 0.2], [0.1, 0.0, -0.2], [0.3, 0.0, 0.3], [0.2, 0.1, -0.1], [-0.4, 0.1, -0.1], [0.3, 0.1, 0.0], [0.0, -0.2, -0.1], [0.0, -0.1, 0.4], [0.2, 0.1, 0.2], [-0.1, 0.2, -0.3], [0.0, -0.2, 0.0], [1.3, 2.0, -0.2], [0.6, -0.5, 0.9], [-1.9, -0.2, -1.1], [0.5, 0.8, -0.6], [0.0, -0.3, 0.4], [0.1, -0.4, 0.5], [0.0, -0.1, 0.3]], "nbo_charge": [-0.21, -0.22, -0.03, -0.65, -0.07, -0.22, -0.45, -0.14, -0.49, 1.48, -0.74, 1.14, 0.21, 0.21, 0.22, 0.26, 0.23, 0.23, 0.22, 0.06, -0.97, -0.97, 0.21, -0.38, -0.38, 0.34, 0.19, 0.21, 0.15, 0.19, 0.17, 0.19, 0.25, 0.26, 0.27, 0.24, 0.28, 0.26, -0.34, -0.60, 0.37, -1.05, 0.03, 0.00, 0.05], "e_above_lowest_kj_mol": 0.0, "total_charge": 0, "molar_mass_da": 273.17, "gap_ev": [5.82, 5.86], "e_tot_ev": -28280.9108, "homo_ev": [-5.526, -5.742]}